[1]
This record from the Open Molecules 2025 dataset describes C5H9NO in the gas phase. The level of theory is ωB97M-V/def2-TZVPD.

Each line ends with the Löwdin charge.
Cartesian coordinates (Å):
C1 -0.8155 1.0172 -1.5701  -0.06
C2 -0.6690 -0.1310 -0.5928  -0.29
C3 0.5495 -1.0821 -0.8184  -0.13
C4 1.1119 -0.6245 0.5388  -0.11
C5 -0.1503 0.1094 0.8165  -0.31
N1 -0.6130 0.6415 1.8708  0.05
O1 0.2043 0.2338 2.9423  -0.08
H1 -1.1936 0.6375 -2.5254  0.08
H2 0.1501 1.5007 -1.7628  0.08
H3 -1.5094 1.7682 -1.1845  0.08
H4 -1.5984 -0.6961 -0.4929  0.14
H5 0.2685 -2.1369 -0.8940  0.11
H6 1.2159 -0.8437 -1.6539  0.10
H7 1.7398 0.2680 0.3462  0.14
H8 1.4821 -1.3457 1.2734  0.12
H9 -0.1729 0.6838 3.7067  0.08

DFT total energy = -8865.971 eV
Largest force on an atom = 0.0222 hartree/bohr
HOMO level = -9.2985 eV
2S+1 = 1
LUMO energy = 1.075 eV

=====

[2]
This record from the Open Molecules 2025 dataset describes 2 unconnected molecules or ions with the total composition C5H9NO. The level of theory is ωB97M-V/def2-TZVPD.

Each line ends with the Löwdin charge.
Cartesian coordinates (Å):
C1 0.8926 -1.4596 0.2606  -0.05
C2 -0.3130 -0.6455 0.6989  -0.39
O1 0.1585 0.6350 1.3384  -0.11
C3 -1.1798 -0.1315 -0.3697  -0.17
C4 0.0545 1.8722 -0.1257  0.14
C5 -0.9134 -0.4550 -1.7199  -0.32
N1 -0.6150 -0.6438 -2.8315  0.12
H1 0.5714 -2.3905 -0.2155  0.09
H2 1.5253 -1.7154 1.1176  0.08
H3 1.4915 -0.9044 -0.4694  0.09
H4 -0.8600 -1.1309 1.5124  0.14
H5 1.0146 0.5452 1.8031  0.12
H6 -2.2184 0.0749 -0.1208  0.10
H7 -0.9189 2.3296 -0.2248  0.05
H8 0.5095 1.5336 -1.0491  0.05
H9 0.7292 2.4667 0.4936  0.05

DFT total energy = -8864.026 eV
Largest force on an atom = 0.0199 hartree/bohr
HOMO level (spin up / spin down) = -7.7146 / -7.7143 eV
2S+1 = 1
LUMO energy (spin up / spin down) = 0.088 / 0.088 eV

=====

[3]
This record from the Open Molecules 2025 dataset describes C5H9NO in the gas phase. The level of theory is ωB97M-V/def2-TZVPD.

Each line ends with the Löwdin charge.
Cartesian coordinates (Å):
C1 -1.0068 1.5670 -0.6714  -0.07
C2 0.0942 0.5178 -0.7671  -0.30
C3 1.3084 0.7180 0.1918  -0.13
C4 0.9315 -0.5752 0.9665  -0.09
C5 -0.1742 -0.7807 -0.0377  -0.30
N1 -1.0183 -1.6898 -0.2891  0.05
O1 -0.8953 -2.7380 0.6245  -0.06
H1 -0.7113 2.4883 -1.1864  0.08
H2 -1.2170 1.8190 0.3753  0.08
H3 -1.9346 1.2003 -1.1217  0.08
H4 0.3792 0.3632 -1.8149  0.14
H5 2.2836 0.6702 -0.3003  0.10
H6 1.2602 1.6368 0.7834  0.10
H7 0.5741 -0.4242 1.9910  0.12
H8 1.6831 -1.3699 0.9838  0.11
H9 -1.5506 -3.3702 0.3032  0.09

DFT total energy = -8866.318 eV
Largest force on an atom = 0.0128 hartree/bohr
HOMO level = -9.4391 eV
2S+1 = 1
LUMO energy = 1.092 eV